No. 1
C22H17NO3S | wB97M-V/def2-TZVPD

Values from the calculation:
- Largest force on an atom: 4.71 eV Å⁻¹
- Calculated total energy: -41556.89203 eV
- M: 375.4 g/mol
- Structure (SMILES): COCCCn1c(=O)c2ccc3sc4ccccc4c4ccc(c1=O)c2c34

Positions of all 44 atoms, in Å:
O (-0.660, 1.145, 3.940)
O (-0.707, -2.160, 1.009)
O (-4.903, -1.672, 2.075)
S (4.871, 3.031, 0.756)
C (-0.216, 0.653, 2.939)
C (-0.143, -1.200, 1.377)
C (5.735, 3.053, -3.225)
C (4.981, 2.029, -3.714)
C (5.794, 3.373, -1.900)
C (4.232, 1.248, -2.817)
C (2.763, 2.901, 2.455)
C (1.600, 2.264, 2.985)
C (1.738, -1.238, -0.416)
C (2.847, -0.574, -0.898)
C (5.051, 2.567, -0.961)
C (4.251, 1.418, -1.399)
C (3.324, 2.349, 1.314)
C (1.063, 1.157, 2.450)
C (1.095, -0.643, 0.713)
C (3.372, 0.691, -0.453)
C (1.648, 0.557, 1.275)
C (2.774, 1.199, 0.726)
N (-0.770, -0.444, 2.355)
C (-6.295, -2.115, 1.944)
C (-4.524, -0.467, 1.363)
C (-2.220, -0.638, 2.468)
C (-2.989, -0.198, 1.145)
H (6.285, 3.753, -3.852)
H (4.997, 1.686, -4.751)
H (6.320, 4.287, -1.713)
H (3.657, 0.308, -3.238)
H (3.191, 3.821, 2.946)
H (1.084, 2.777, 3.826)
H (1.194, -2.069, -0.755)
H (3.320, -1.087, -1.723)
H (-6.846, -1.836, 0.987)
H (-6.870, -1.745, 2.777)
H (-6.335, -3.235, 1.937)
H (-4.943, 0.401, 1.902)
H (-4.931, -0.373, 0.346)
H (-2.729, -0.138, 3.343)
H (-2.390, -1.693, 2.541)
H (-2.639, -0.723, 0.300)
H (-2.791, 0.865, 0.907)



No. 2
C43H33NO4OsP2S2 | wB97M-V/def2-TZVPD

Values from the calculation:
- Largest force on an atom: 5.02 eV Å⁻¹
- Calculated total energy: -97502.20601 eV
- M: 944.1 g/mol
- Multiplicity: 5
- Charge: +2

Positions of all 86 atoms, in Å:
Os (-0.103, 0.325, -0.221)
O (-0.481, 1.284, 3.261)
S (-0.144, 0.394, 2.095)
C (-0.987, -1.204, 2.473)
C (-1.311, -1.490, 3.814)
C (-1.973, -2.665, 4.166)
C (-2.355, -3.561, 3.178)
C (-2.087, -3.274, 1.840)
C (-1.402, -2.100, 1.457)
P (-1.194, -1.721, -0.307)
C (-0.340, -3.101, -1.101)
C (0.292, -4.139, -0.404)
C (0.990, -5.146, -1.081)
C (1.092, -5.119, -2.469)
C (0.504, -4.080, -3.180)
C (-0.197, -3.079, -2.502)
C (-2.918, -1.733, -0.885)
C (-3.484, -2.731, -1.689)
C (-4.814, -2.643, -2.114)
C (-5.604, -1.561, -1.735)
C (-5.067, -0.565, -0.928)
C (-3.737, -0.650, -0.509)
C (1.554, -0.226, 2.460)
C (1.896, -0.448, 3.810)
C (3.150, -0.931, 4.173)
C (4.095, -1.180, 3.191)
C (3.794, -0.918, 1.852)
C (2.536, -0.417, 1.450)
P (2.240, 0.023, -0.312)
C (2.265, 1.841, -0.268)
C (3.015, 2.591, 0.651)
C (2.966, 3.988, 0.649)
C (2.165, 4.658, -0.271)
C (1.414, 3.932, -1.192)
C (1.464, 2.536, -1.191)
C (3.738, -0.458, -1.216)
C (4.748, 0.432, -1.608)
C (5.874, -0.017, -2.307)
C (6.005, -1.364, -2.634)
C (5.008, -2.262, -2.270)
C (3.884, -1.812, -1.572)
H (-1.062, -0.781, 4.600)
H (-2.206, -2.866, 5.208)
H (-2.887, -4.472, 3.442)
H (-2.440, -3.976, 1.086)
H (0.273, -4.182, 0.682)
H (1.465, -5.945, -0.518)
H (1.639, -5.898, -2.992)
H (0.595, -4.038, -4.263)
H (-0.629, -2.268, -3.087)
H (-2.907, -3.597, -1.999)
H (-5.232, -3.424, -2.745)
H (-6.637, -1.495, -2.067)
H (-5.677, 0.281, -0.622)
H (-3.344, 0.148, 0.119)
H (1.182, -0.228, 4.599)
H (3.387, -1.102, 5.219)
H (5.079, -1.555, 3.462)
H (4.589, -1.094, 1.131)
H (3.652, 2.102, 1.384)
H (3.550, 4.550, 1.373)
H (2.121, 5.743, -0.267)
H (0.782, 4.451, -1.908)
H (0.862, 1.993, -1.917)
H (4.684, 1.492, -1.381)
H (6.645, 0.691, -2.598)
H (6.880, -1.710, -3.178)
H (5.098, -3.314, -2.529)
H (3.115, -2.538, -1.306)
O (-0.696, 6.363, -0.955)
S (-1.093, 5.557, 0.185)
O (-1.062, 6.101, 1.531)
N (-0.416, 4.070, 0.128)
C (-1.318, 3.160, -0.101)
O (-1.251, 1.929, -0.221)
C (-2.715, 3.656, -0.255)
C (-3.911, 2.993, -0.501)
C (-5.090, 3.745, -0.595)
C (-5.067, 5.144, -0.444)
C (-3.866, 5.809, -0.197)
C (-2.724, 5.031, -0.111)
H (-3.919, 1.913, -0.616)
H (-6.031, 3.236, -0.788)
H (-5.993, 5.708, -0.521)
H (-3.819, 6.884, -0.077)
H (-0.103, 0.325, -1.946)



No. 3
C3H9N3O | wB97M-V/def2-TZVPD

Values from the calculation:
- Largest force on an atom: 1.33 eV Å⁻¹
- Calculated total energy: -9768.86308 eV
- M: 103.1 g/mol

Positions of all 16 atoms, in Å:
C (-2.049, -0.037, 0.017)
C (0.325, 1.697, 0.303)
N (-0.722, -0.436, -0.399)
C (0.348, 0.220, -0.007)
N (0.161, -2.353, -0.366)
O (2.638, 0.172, 0.003)
N (1.428, -0.528, 0.205)
H (3.255, -0.293, 0.584)
H (-0.213, -2.292, -1.314)
H (1.153, -2.542, -0.502)
H (-2.361, 0.874, -0.511)
H (-2.134, 0.142, 1.095)
H (-2.753, -0.823, -0.263)
H (-0.153, 2.251, -0.507)
H (1.332, 2.082, 0.447)
H (-0.253, 1.864, 1.215)